Record 1
Below is C36H30Cl2NOP2Pt as an isolated structure, with properties calculated with wB97M-V/def2-TZVPD.

Last column: Mulliken charge in e.
Element x y z (Å)
Pt 0.1880 0.2605 0.2387  2.3726
C 2.7540 -0.5658 2.7346  -0.6205
C 3.3925 0.1203 1.5197  -1.0922
P 2.4632 0.0561 -0.0623  1.0647
C 3.1722 1.4261 -1.0089  0.2460
C 2.3526 2.2566 -1.7675  -0.4336
C 2.9001 3.3276 -2.4651  -0.8513
C 4.2643 3.5680 -2.4083  -0.4510
C 5.0908 2.7332 -1.6630  -0.7861
C 4.5489 1.6665 -0.9655  0.0372
C 3.0392 -1.4588 -0.8683  0.6914
C 2.9219 -2.6822 -0.2040  -0.3122
C 3.3565 -3.8502 -0.8106  -0.8683
C 3.8949 -3.8080 -2.0912  -0.5332
C 3.9942 -2.5985 -2.7639  -0.7832
C 3.5642 -1.4234 -2.1587  -0.6174
C 1.6459 0.2536 3.4056  -1.1885
P 0.0530 0.0206 2.5705  0.3752
C -0.4518 -1.6485 3.0312  0.5556
C -0.5322 -2.6383 2.0503  -0.2621
C -0.8945 -3.9363 2.3904  -1.1073
C -1.1811 -4.2461 3.7122  -0.5355
C -1.0959 -3.2674 4.6966  -0.8100
C -0.7305 -1.9733 4.3605  -0.3646
C -1.1199 1.1701 3.2985  0.9632
C -0.7717 2.5200 3.3951  -0.5546
C -1.7055 3.4458 3.8330  -0.6941
C -2.9982 3.0399 4.1401  -0.4425
C -3.3580 1.7045 4.0182  -0.9343
C -2.4237 0.7680 3.5978  -0.8559
H 3.5388 -0.7463 3.4671  0.5151
H 2.3630 -1.5522 2.4675  0.0222
H 4.3729 -0.3159 1.3293  0.6005
H 3.5452 1.1819 1.7262  0.6095
H 1.2864 2.0795 -1.8059  0.3785
H 2.2551 3.9781 -3.0428  0.4260
H 4.6897 4.4070 -2.9457  0.4022
H 6.1588 2.9143 -1.6277  0.4281
H 5.2049 1.0133 -0.4006  0.3006
H 2.4929 -2.7289 0.7913  0.1479
H 3.2714 -4.7948 -0.2865  0.4489
H 4.2350 -4.7212 -2.5646  0.3968
H 4.4072 -2.5658 -3.7652  0.4141
H 3.6470 -0.4825 -2.6878  0.4102
H 1.8865 1.3180 3.4070  0.5826
H 1.5112 -0.0553 4.4425  0.6479
H -0.2959 -2.3932 1.0214  0.5523
H -0.9516 -4.7027 1.6270  0.4699
H -1.4713 -5.2554 3.9791  0.4124
H -1.3131 -3.5158 5.7286  0.4355
H -0.6700 -1.2118 5.1320  0.4029
H 0.2223 2.8553 3.1149  0.1465
H -1.4291 4.4900 3.9102  0.4346
H -3.7289 3.7681 4.4697  0.4315
H -4.3677 1.3895 4.2540  0.4249
H -2.7101 -0.2738 3.5046  0.4470
Cl -0.7229 5.2041 0.5597  -0.1940
C -1.8846 3.9371 0.3874  0.8017
C -3.2570 4.2438 0.4307  -0.6110
C -4.2001 3.2681 0.3164  0.7135
Cl -5.8841 3.6789 0.3863  -0.2531
C -3.8042 1.9234 0.1505  0.0950
C -4.6807 0.8218 0.0719  -0.7608
C -4.1781 -0.4435 -0.0683  -0.9794
C -2.7893 -0.6295 -0.1228  -0.1044
N -1.9466 0.3819 -0.0445  -0.5688
C -2.4242 1.6521 0.0874  0.4488
C -1.4300 2.6544 0.1905  -0.6811
O -0.1483 2.3405 0.0816  -0.9184
H -3.5627 5.2749 0.5651  0.4984
H -5.7485 0.9905 0.1277  0.4525
H -4.8307 -1.3040 -0.1346  0.4433
H -2.3626 -1.6191 -0.2337  0.5218

Cartesian forces (eV/Å) of the 2 atoms listed first:
Pt -0.04 -0.17 -0.27
C -0.03 0.04 -0.07

## Properties
total charge	+1
frontier orbital gap (alpha / beta)	6.98 / 6.14	eV
molar mass	820.574	g mol⁻¹
spin multiplicity	3
expectation value of S²	2.012
energy above the lowest of the compared OMol25 structures with the same formula, charge and spin	0.0	kcal/mol

***

Record 2
Below is C36H30Cl3CrN3O5STe as an isolated structure, with properties calculated with wB97M-V/def2-TZVPD.

Last column: Mulliken charge in e.
Element x y z (Å)
Cr -0.3747 0.9738 -1.0081  0.4208
Cl -4.0113 7.0728 -0.8818  -0.1957
C -3.3043 5.5328 -1.2495  0.2614
C -2.4818 4.9198 -0.3258  -1.0157
C -1.9620 3.6905 -0.6700  1.0533
Cl -0.9118 2.8244 0.4445  -0.2776
C -2.2099 3.0165 -1.8557  -0.4995
O -1.7001 1.8046 -2.0996  0.4684
C -3.0221 3.6903 -2.7639  0.2314
Cl -3.3491 2.9556 -4.2985  -0.2001
C -3.5678 4.9281 -2.4683  -0.7052
H -2.2553 5.3888 0.6227  0.5207
H -4.1974 5.4224 -3.1952  0.4634
O 0.1631 0.7572 2.1027  -0.5800
C 1.1897 0.6850 1.4575  0.4881
O 1.2082 0.5985 0.1246  0.0077
C 2.5291 0.7024 2.1091  -0.0300
C 2.5895 0.4382 3.4693  -0.5478
C 3.8026 0.4647 4.1650  -1.0601
C 4.9205 0.7837 3.4383  0.8829
O 6.1995 0.8958 3.8811  -0.4873
C 6.9971 1.2539 2.7412  -0.2426
O 6.1135 1.3425 1.6146  -0.5277
C 4.8653 1.0521 2.0847  1.0575
C 3.6931 1.0191 1.3864  -1.0278
H 1.6696 0.2098 3.9902  0.4950
H 3.8612 0.2501 5.2243  0.4441
H 7.7390 0.4804 2.5609  0.2601
H 7.4634 2.2197 2.9178  0.2591
H 3.6648 1.2488 0.3345  0.1048
C 3.0282 0.4437 -2.3166  -0.6994
Te 1.8477 2.2030 -2.1241  0.2741
C 1.9910 2.3362 -4.2414  -1.0484
C 3.1538 1.4477 -4.6159  0.5865
C 3.7572 1.5602 -5.8673  -0.7857
C 4.7921 0.7120 -6.2225  -0.5816
C 5.2315 -0.2605 -5.3290  -0.6245
C 4.6530 -0.3593 -4.0745  -0.6583
C 3.6216 0.5021 -3.7046  0.3589
H 2.3940 -0.4267 -2.1686  0.2306
H 3.7764 0.4504 -1.5309  0.6248
H 2.1571 3.3734 -4.5226  0.5961
H 1.0556 2.0060 -4.6897  0.3743
H 3.4140 2.3177 -6.5638  0.4644
H 5.2645 0.8142 -7.1912  0.4099
H 6.0351 -0.9304 -5.6070  0.4183
H 5.0132 -1.0996 -3.3684  0.4821
N -4.4647 -2.3940 3.7452  0.0105
C -4.7407 -3.4304 4.6154  0.7553
C -5.7445 -3.6178 5.5679  -1.0640
C -5.7187 -4.8115 6.2527  -0.3964
C -4.7307 -5.7881 6.0056  -0.5058
C -3.7445 -5.5883 5.0673  -0.7497
C -3.7537 -4.3810 4.3608  0.5681
N -2.8924 -3.9296 3.3691  -0.6118
C -3.3490 -2.7568 3.0413  -0.2628
C -2.7375 -1.9139 2.0039  1.2060
C -3.3571 -0.7788 1.5023  -0.8088
C -2.7190 -0.0301 0.5386  -0.8526
N -1.5176 -0.3553 0.0539  1.1944
C -0.9146 -1.4610 0.5369  -1.0535
C -1.4884 -2.2601 1.4915  -0.9423
H -4.9461 -1.5140 3.7031  0.1844
H -6.5013 -2.8693 5.7643  0.3826
H -6.4767 -5.0085 7.0002  0.3881
H -4.7542 -6.7107 6.5708  0.3896
H -2.9809 -6.3308 4.8742  0.4346
H -4.3350 -0.4630 1.8389  0.3566
H -3.1802 0.8595 0.1280  0.4040
H 0.0726 -1.6780 0.1566  0.7517
H -0.9783 -3.1360 1.8691  0.5571
C -1.5300 -0.1825 -4.0693  -0.9983
S -0.2214 -0.6597 -2.9323  0.4328
C -0.7957 -2.3152 -2.5177  -1.3311
H -2.4788 -0.0842 -3.5513  0.2951
H -1.5695 -0.9506 -4.8394  0.5127
H -1.2644 0.7761 -4.5030  0.1407
H -0.9957 -2.8251 -3.4577  0.5269
H -1.6958 -2.2810 -1.9094  0.2885
H -0.0032 -2.8426 -1.9921  0.3537

Cartesian forces (eV/Å) of the 2 atoms listed first:
Cr 0.47 -0.28 -0.33
Cl 0.07 -0.12 -0.04

## Properties
total charge	+1
frontier orbital gap (alpha / beta)	6.50 / 6.91	eV
molar mass	902.674	g mol⁻¹
spin multiplicity	4
expectation value of S²	3.800
energy above the lowest of the compared OMol25 structures with the same formula, charge and spin	4.8	kcal/mol

***

Record 3
Below is C36H30ClEuN5S as an isolated structure at a distorted geometry, with properties calculated with wB97M-V/def2-TZVPD.

Last column: Mulliken charge in e.
Element x y z (Å)
Eu 0.0163 -0.0178 -0.6033  0.1657
C 4.9423 -1.2987 -3.0263  -0.4979
C 3.9515 -0.3521 -3.2435  -0.8594
C 3.1196 0.0275 -2.2102  0.2429
C 3.2685 -0.5201 -0.9244  0.4168
C 4.2373 -1.5163 -0.7364  -0.5356
C 5.0670 -1.8860 -1.7772  -0.7264
N 2.3556 -0.1243 0.0482  0.2162
C 2.6266 -0.2062 1.3565  0.8442
C 3.9301 -0.2516 1.9280  -1.0453
C 4.1147 -0.4827 3.2603  -0.5579
C 3.0202 -0.6984 4.1254  -0.7611
C 1.7518 -0.5501 3.6542  -0.7413
C 1.5107 -0.2721 2.2841  0.0461
N 0.2791 -0.1686 1.7468  1.3438
N -0.7581 -0.4379 2.5079  -1.0473
C -1.9796 -0.3912 1.9118  0.0458
C -3.0797 -0.7615 2.7089  -0.5252
C -4.3380 -0.7842 2.1570  -0.4442
C -4.4915 -0.4124 0.8234  -0.7282
C -3.3716 -0.0367 0.1086  -0.5447
N -2.1343 -0.0164 0.6117  0.3751
H 5.5930 -1.5905 -3.8341  0.3853
H 3.8301 0.0865 -4.2229  0.4115
H 2.3408 0.7780 -2.3825  -0.1199
H 4.2947 -2.0334 0.2101  0.6116
H 5.8149 -2.6463 -1.6152  0.3874
H 4.7753 -0.0791 1.2781  0.6084
H 5.1133 -0.5218 3.6688  0.4008
H 3.1950 -0.9643 5.1563  0.3822
H 0.8873 -0.6517 4.2913  0.4568
H -2.9009 -1.0358 3.7354  0.5439
H -5.1944 -1.0881 2.7387  0.4030
H -5.4629 -0.4190 0.3570  0.4870
H -3.4623 0.2789 -0.9269  0.4322
N -0.2792 2.3243 -1.2147  -0.6342
S 0.1541 3.0817 0.1274  1.0127
C 1.6056 4.1082 -0.2440  0.5294
C 2.0617 4.9535 0.7544  -0.6764
C 3.1975 5.7120 0.5286  -0.6347
C 3.8660 5.6172 -0.6833  -0.4468
C 3.3994 4.7668 -1.6719  -0.6565
C 2.2689 3.9970 -1.4504  -0.0043
C -0.9464 4.4969 0.4344  0.1481
C -1.1094 5.5221 -0.4832  -0.3117
C -1.8989 6.6103 -0.1479  -0.7385
C -2.4994 6.6793 1.1003  -0.4015
C -2.3446 5.6397 2.0044  -0.6077
C -1.5644 4.5436 1.6732  -0.2465
H -0.5151 2.9643 -1.9723  0.2073
H 1.5252 5.0228 1.6897  0.4369
H 3.5635 6.3621 1.3074  0.4077
H 4.7501 6.2117 -0.8541  0.4045
H 3.9235 4.6916 -2.6117  0.4312
H 1.9040 3.3234 -2.2134  0.1411
H -0.6164 5.4886 -1.4436  0.3434
H -2.0386 7.4098 -0.8597  0.3984
H -3.0872 7.5459 1.3684  0.3978
H -2.8267 5.6806 2.9692  0.4042
H -1.4214 3.7329 2.3728  0.4810
Cl -5.5587 -3.7716 0.1610  -0.2319
C -3.9317 -3.3941 -0.2916  0.3889
C -3.6668 -2.9588 -1.5831  -0.7295
C -2.3767 -2.6186 -1.9323  -0.5820
C -1.3200 -2.6991 -1.0125  0.7323
C 0.0580 -2.3124 -1.4119  -1.4934
C -1.6189 -3.1660 0.2788  -0.1988
C -2.9107 -3.5020 0.6404  -0.7434
H -4.4637 -2.8976 -2.3075  0.4274
H -2.1578 -2.2806 -2.9383  0.3980
H 0.2213 -2.5722 -2.4658  0.5326
H 0.7854 -2.8817 -0.8084  0.2680
H -0.8172 -3.2700 1.0014  0.3183
H -3.1302 -3.8590 1.6361  0.4562

Cartesian forces (eV/Å) of the 2 atoms listed first:
Eu 0.80 -0.44 0.45
C 0.01 0.07 -0.23

## Properties
frontier orbital gap (alpha / beta)	5.21 / 5.98	eV
molar mass	752.155	g mol⁻¹
spin multiplicity	8
expectation value of S²	15.795
energy above the lowest of the compared OMol25 structures with the same formula, charge and spin	0.0	kcal/mol